1.
{
  "formula": "C14H24F6NaO18S2",
  "method": "ωB97M-V/def2-TZVPD",
  "de_lowest_kcal_mol": 7.7,
  "charge": -1,
  "homo_lumo_gap_ha": 0.2692,
  "multiplicity": 1,
  "species": ["Na", "C", "F", "F", "F", "S", "O", "O", "O", "C", "F", "F", "F", "S", "O", "O", "O", "C", "O", "C", "O", "O", "C", "H", "H", "H", "H", "H", "H", "C", "O", "C", "O", "O", "C", "H", "H", "H", "H", "H", "H", "C", "O", "C", "O", "O", "C", "H", "H", "H", "H", "H", "H", "C", "O", "C", "O", "O", "C", "H", "H", "H", "H", "H", "H"],
  "coordinates": [[2.9242, 19.4102, 6.4251], [2.6697, 24.3968, 5.8648], [2.8856, 25.4148, 5.0272], [3.5780, 24.5181, 6.8178], [1.4648, 24.4479, 6.3380], [2.7345, 22.7206, 4.9737], [1.6889, 22.7218, 3.9603], [4.1127, 22.5922, 4.4414], [2.4731, 21.8168, 6.0877], [4.3990, 17.4519, 2.6979], [3.1116, 17.0614, 2.6312], [4.9754, 16.8926, 3.7423], [5.0710, 17.1563, 1.5823], [4.4544, 19.4587, 2.9112], [4.1065, 19.7077, 4.2948], [5.8269, 19.9517, 2.5578], [3.4369, 20.0432, 2.0265], [-1.2270, 17.2633, 7.7449], [-1.5985, 18.5394, 7.2829], [-0.7844, 19.3565, 6.6868], [0.4007, 19.1573, 6.3357], [-1.4087, 20.5265, 6.5173], [-0.7369, 21.5859, 5.8339], [-1.0417, 16.5802, 6.9160], [-2.1237, 16.7903, 8.1454], [-0.4604, 17.1851, 8.5158], [-0.1737, 22.1435, 6.5821], [-1.3827, 22.1960, 5.2023], [-0.0232, 21.1565, 5.1308], [0.5483, 21.8945, 9.4381], [1.5748, 21.5875, 10.3889], [2.5270, 20.6790, 10.1226], [2.6716, 20.1015, 9.0357], [3.2775, 20.5336, 11.1755], [4.4023, 19.6082, 11.1823], [1.0198, 22.3899, 8.5894], [-0.1028, 22.5992, 9.9555], [0.0417, 20.9684, 9.1664], [4.7980, 19.3694, 10.1951], [4.1002, 18.6718, 11.6514], [5.1759, 20.1282, 11.7472], [5.1967, 22.4193, 8.1296], [6.1127, 21.9848, 7.1376], [6.0700, 20.6851, 6.7568], [5.3892, 19.7940, 7.3065], [6.9703, 20.5470, 5.7779], [7.2226, 19.2884, 5.3144], [5.6228, 22.1838, 9.1048], [4.2550, 21.8851, 8.0033], [5.0349, 23.4944, 8.0522], [7.5875, 19.3401, 4.2886], [6.3668, 18.6150, 5.2672], [8.0343, 18.9092, 5.9352], [2.3935, 15.1827, 5.6400], [1.9070, 15.2332, 6.9752], [2.2509, 16.2340, 7.7979], [3.0405, 17.2044, 7.6603], [1.6444, 15.9276, 8.9484], [1.7203, 16.8047, 10.0690], [2.6452, 16.1410, 5.1858], [1.6599, 14.6284, 5.0546], [3.3049, 14.5851, 5.6222], [2.7591, 17.0176, 10.3213], [1.1788, 16.4110, 10.9291], [1.3078, 17.7850, 9.8303]],
  "forces_ev_per_angstrom": [[0.2, 0.5, -0.1], [1.3, -1.8, -2.6], [-0.3, 0.3, -0.2], [0.1, 0.0, 0.9], [-1.8, 1.0, 1.4], [3.0, -0.9, -2.2], [0.2, 0.7, 1.0], [-2.2, 1.0, 1.2], [-0.3, -0.2, 0.9], [-0.1, 4.0, -0.4], [0.6, -0.5, -0.2], [0.2, -0.9, 0.4], [-0.5, -0.7, 0.2], [0.7, 3.2, -2.1], [0.0, -1.5, 1.3], [-2.0, -2.3, 0.7], [0.8, -1.9, 0.3], [-0.5, -1.6, -0.4], [-1.1, -0.3, 0.9], [3.8, 1.7, -1.7], [-2.8, -0.3, 1.1], [-1.0, -0.9, 0.2], [1.6, -0.3, -0.6], [0.8, 0.3, -0.2], [-0.2, 0.6, 0.4], [0.2, 0.6, -0.4], [-0.1, 0.2, -0.3], [-0.6, -0.2, 0.7], [0.2, 0.1, 0.2], [0.7, -0.1, -0.1], [0.7, -0.3, 1.0], [-0.7, -0.5, -3.5], [-0.5, 0.9, 2.1], [0.9, -0.3, 1.1], [-0.1, 0.3, -0.4], [-0.2, -0.2, -0.3], [0.0, -0.2, -0.1], [-0.1, 0.2, -0.2], [-0.4, 0.3, -0.2], [-0.1, 0.2, 0.2], [-0.1, -0.2, 0.1], [-0.3, -0.6, 0.4], [0.2, -0.8, -0.8], [-0.5, -0.4, 1.0], [1.4, 1.9, -1.4], [-1.7, 2.1, 1.3], [1.0, -2.2, -1.0], [-0.1, 0.0, 0.2], [-0.1, 0.2, 0.1], [0.3, -0.3, -0.2], [-0.1, 0.4, 0.1], [-0.1, 0.2, 0.4], [0.0, -0.6, 0.1], [0.8, -0.4, -0.6], [0.1, 1.1, 0.3], [2.2, 1.8, 0.4], [-2.7, -3.0, -0.3], [-0.6, -0.2, 0.4], [0.7, 1.1, -0.3], [-0.4, 0.1, 0.3], [-0.1, 0.3, 0.1], [0.1, 0.0, 0.1], [0.1, -0.3, 0.1], [0.1, -0.5, -0.4], [-0.2, 0.0, -0.2]]
}


2.
{
  "formula": "C14H24INO11S2",
  "method": "ωB97M-V/def2-TZVPD",
  "smiles": "CS(=O)(=O)[C@H]1OS(=O)(=O)O[C@@]1(I)C[C@@H](O)CN.O=C1CCCO1.O=C1CCCO1",
  "homo_lumo_gap_ha": 0.3089,
  "multiplicity": 1,
  "species": ["C", "S", "O", "O", "C", "O", "S", "O", "O", "O", "C", "I", "C", "C", "O", "C", "N", "H", "H", "H", "H", "H", "H", "H", "H", "H", "H", "H", "H", "O", "C", "C", "C", "C", "O", "H", "H", "H", "H", "H", "H", "O", "C", "C", "C", "C", "O", "H", "H", "H", "H", "H", "H"],
  "coordinates": [[4.1165, -1.4956, 1.3214], [2.7812, -0.1615, 1.0248], [3.5967, 1.1873, 0.9326], [1.8707, -0.1941, 2.2744], [1.9528, -0.6106, -0.5878], [1.6393, -2.0485, -0.8762], [1.0283, -1.8585, -2.4932], [-0.2575, -2.7609, -2.4001], [1.9094, -2.4851, -3.6092], [0.6603, -0.1619, -2.6016], [0.6846, 0.2489, -1.1565], [0.8734, 2.4338, -1.3339], [-0.8457, -0.0703, -0.6797], [-1.0053, -0.8716, 0.7332], [-1.1083, 0.1799, 1.8001], [-2.3525, -1.7909, 0.8832], [-3.3642, -1.6498, -0.2286], [4.7562, -1.2820, 2.2803], [4.7538, -1.6274, 0.3441], [3.5134, -2.5000, 1.4981], [2.8089, -0.3959, -1.3899], [-1.3987, -0.5571, -1.6000], [-1.3754, 0.9883, -0.5254], [-0.0973, -1.5422, 1.0465], [-1.9871, 0.6884, 1.6839], [-2.0620, -2.9215, 0.9760], [-2.9162, -1.4905, 1.8907], [-3.1530, -2.4591, -0.8864], [-4.2969, -1.9250, 0.2014], [-3.8358, 0.8559, 4.6600], [-2.9694, 0.5562, 5.4648], [-1.4980, 0.5162, 5.1831], [-0.9722, -0.2703, 6.3571], [-1.9627, 0.0569, 7.4437], [-3.2077, 0.2482, 6.7735], [-1.1086, 1.5380, 5.1706], [-1.2913, 0.0109, 4.2368], [0.0582, -0.0212, 6.6245], [-1.0127, -1.3423, 6.1287], [-1.7069, 0.9794, 7.9754], [-2.0557, -0.7563, 8.1694], [0.4867, 4.6504, -5.8531], [0.5956, 3.4353, -5.8552], [1.6604, 2.6595, -6.5696], [1.0940, 1.2621, -6.5603], [0.2599, 1.2526, -5.3061], [-0.2218, 2.5880, -5.1638], [2.5923, 2.7246, -6.0011], [1.8010, 3.0286, -7.5881], [1.8579, 0.4802, -6.5752], [0.4488, 1.1217, -7.4360], [0.8474, 0.9966, -4.4181], [-0.5850, 0.5621, -5.3832]],
  "forces_ev_per_angstrom": [[-0.6, -1.8, -0.8], [2.0, 3.7, 6.2], [-3.2, -4.9, -1.0], [2.3, -0.5, -4.7], [1.0, 0.8, -3.0], [-0.3, 3.3, -1.6], [-3.7, -7.7, -3.3], [4.4, 4.5, 0.0], [-2.1, 4.0, 4.5], [2.2, -3.4, 1.8], [-1.4, 0.0, 0.2], [0.4, -1.1, 0.2], [-0.8, 0.5, 0.4], [-1.0, 0.6, 0.9], [-1.2, -0.2, -1.4], [-0.2, -0.6, 0.8], [-0.1, -2.0, 0.5], [-1.5, 0.2, -2.1], [-1.1, 0.5, 2.0], [1.2, 2.1, -0.4], [-1.4, 0.1, 2.0], [1.2, 0.7, 2.1], [1.2, -2.5, -0.3], [-1.6, 1.6, -0.7], [1.9, -1.4, 0.1], [-0.2, 2.1, 0.0], [1.6, -0.5, -2.1], [-0.5, 1.5, 0.8], [1.5, 0.6, -0.8], [0.9, -0.6, 1.6], [-1.3, 0.8, -1.3], [0.3, -0.4, -0.1], [0.8, -0.4, 0.0], [0.3, -0.1, 0.7], [-0.4, 0.1, -0.7], [-0.1, -0.1, -0.2], [-0.1, 0.5, 0.0], [-0.2, -0.1, 0.0], [0.0, 0.2, 0.1], [0.0, -0.1, 0.0], [-0.2, 0.2, -0.1], [-0.3, -2.0, 0.3], [-0.1, 2.3, 0.2], [0.1, -0.3, -0.5], [0.3, -0.7, -0.6], [-0.1, -0.7, 0.3], [0.1, 0.8, -0.3], [0.0, 0.1, -0.1], [0.2, 0.2, 0.3], [-0.2, 0.0, 0.0], [0.1, 0.0, 0.1], [-0.1, 0.2, -0.3], [0.0, 0.2, 0.2]]
}


3.
{
  "formula": "C14H24N5S6SbTc",
  "method": "ωB97M-V/def2-TZVPD",
  "de_lowest_kcal_mol": 19.1,
  "charge": 3,
  "homo_lumo_gap_ha": 0.1842,
  "multiplicity": 1,
  "species": ["Tc", "C", "S", "C", "S", "N", "N", "C", "C", "C", "C", "C", "C", "N", "H", "H", "H", "H", "H", "H", "H", "H", "C", "N", "C", "C", "C", "N", "C", "C", "H", "H", "H", "H", "H", "H", "H", "H", "H", "H", "H", "H", "H", "H", "H", "H", "S", "Sb", "S", "S", "S"],
  "coordinates": [[0.2969, -0.2251, -0.1249], [-2.5080, -3.5578, 3.2864], [-3.2949, -3.1636, 1.7088], [-2.1257, -2.1942, 0.9359], [-0.5260, -1.8657, 1.5355], [-2.4414, -1.6637, -0.2153], [-1.6559, -0.8511, -0.8281], [-2.0281, -0.3701, -1.9858], [-1.1791, 0.5957, -2.5868], [-1.4649, 1.2518, -3.7895], [-0.5940, 2.2222, -4.2437], [0.5472, 2.4970, -3.4939], [0.7777, 1.7875, -2.3295], [-0.0647, 0.8653, -1.8707], [-3.1056, -4.3564, 3.7188], [-2.5406, -2.6972, 3.9494], [-1.4883, -3.8995, 3.1388], [-2.9657, -0.6756, -2.4260], [-2.3554, 0.9802, -4.3345], [-0.7922, 2.7642, -5.1569], [1.2499, 3.2546, -3.8004], [1.6697, 1.9822, -1.7505], [2.9058, 0.6388, 0.4681], [1.9447, -0.1164, 1.2820], [2.6150, -1.3410, 1.7283], [1.5100, 0.6669, 2.4558], [0.6360, 1.8533, 2.0529], [-0.4976, 1.4451, 1.1877], [-0.9446, 2.6192, 0.4215], [-1.6391, 1.0422, 2.0320], [3.8480, 0.7676, 1.0129], [2.5372, 1.6361, 0.2325], [3.1402, 0.0902, -0.4462], [3.4841, -1.1057, 2.3464], [2.9577, -1.9105, 0.8672], [1.9486, -1.9657, 2.3185], [2.3752, 1.0399, 3.0161], [0.9537, -0.0068, 3.1117], [1.2341, 2.5987, 1.5252], [0.2696, 2.3318, 2.9658], [-1.2495, 3.4195, 1.1006], [-1.8019, 2.3505, -0.1924], [-0.1535, 3.0071, -0.2174], [-2.0220, 1.8923, 2.6007], [-1.3378, 0.2758, 2.7407], [-2.4448, 0.6605, 1.4080], [1.4444, -4.6714, -3.0191], [1.8496, -3.2328, -5.0675], [1.3549, -1.8967, -1.4209], [0.2803, -3.5383, -1.8070], [1.3919, -1.2330, -4.0409]],
  "forces_ev_per_angstrom": [[0.2, -1.0, 0.0], [0.0, 0.1, 0.0], [0.1, 0.0, 0.0], [0.7, 0.8, -0.6], [0.5, 0.1, -0.4], [-2.6, -1.7, 0.4], [1.9, 1.5, -0.5], [-0.4, -0.7, 0.7], [0.3, 0.5, -0.5], [0.1, -0.4, 0.5], [0.2, 0.1, 0.1], [-0.1, -0.1, 0.0], [0.4, 0.4, -0.2], [-0.5, -0.2, -0.1], [0.0, -0.1, 0.0], [0.0, 0.0, 0.0], [0.0, -0.1, 0.0], [-0.1, -0.1, 0.1], [-0.1, 0.0, 0.0], [0.0, 0.0, -0.1], [0.1, 0.1, 0.0], [0.1, 0.0, 0.1], [0.3, 0.4, -0.5], [-0.7, -0.2, -0.1], [0.3, -0.8, 0.3], [-0.5, 0.6, 0.5], [0.5, -0.2, 0.3], [0.4, -0.3, -0.2], [-0.2, 0.4, -0.3], [-0.3, -0.2, 0.4], [-0.1, 0.0, 0.0], [0.0, 0.0, 0.0], [0.0, 0.0, 0.0], [0.0, 0.2, 0.0], [0.0, 0.0, 0.0], [-0.1, 0.1, 0.0], [0.0, -0.1, -0.1], [0.1, 0.0, -0.1], [-0.1, 0.0, 0.0], [0.0, 0.1, -0.1], [0.0, 0.0, 0.0], [0.0, 0.0, 0.0], [0.0, 0.0, 0.0], [0.1, 0.1, -0.1], [0.0, 0.1, -0.1], [0.0, 0.0, 0.0], [0.2, 0.3, -0.2], [-0.5, 0.7, 1.2], [-0.2, 0.3, -0.4], [-0.1, 0.2, 0.0], [0.3, -0.8, 0.0]]
}


Computed HOMO (eV) in order:
-5.7, -9.8, -16.5